The following is a quantum chemistry calculation of a structure of composition C34H40BF3GdN6P2Sb in a non-equilibrium geometry, from OMol25.

Properties
DFT total energy: -3660.7273 Eh
Strongest force on any atom: 0.0521 hartree/bohr
Energy above the lowest of the compared OMol25 structures with the same formula, charge and spin: 9.7 kcal/mol
HOMO level (spin up / spin down): -13.44 / -13.44 eV
2S+1: 8
Kohn-Sham gap (spin up / spin down): 5.531 / 8.447 eV
Charge: +2

Geometry as XYZ:
```
88
Properties=species:S:1:pos:R:3:forces:R:3
Gd 0.8824 -0.7063 -0.3924 -0.197 -0.388 -0.611
B 0.6557 -3.8024 -0.4186 0.545 0.217 -1.491
N 2.1783 -3.5816 -0.1971 1.201 -0.261 0.881
C 3.1834 -4.4612 0.0344 -0.230 0.996 -0.490
C 4.3763 -3.7440 0.2174 0.274 -0.859 0.415
C 3.9993 -2.4141 0.0945 -0.317 -0.190 0.008
N 2.6758 -2.3096 -0.1260 -0.202 -0.283 -0.204
N 0.3954 -3.4377 -1.9281 -0.425 -0.658 -0.290
C 0.2372 -4.1881 -3.0357 0.363 0.035 0.057
C 0.2546 -3.3864 -4.1591 -0.530 1.338 1.285
C 0.3220 -2.0901 -3.6085 0.528 -0.650 -0.401
N 0.4335 -2.1312 -2.2820 0.106 -0.219 0.130
H 0.2684 -4.8843 -0.1625 0.015 -0.281 0.197
H 0.0775 -2.9241 0.1344 -0.425 0.672 0.887
H 2.9796 -5.5150 -0.0478 0.086 -0.085 0.262
H 5.3673 -4.1616 0.5071 -1.055 0.502 -0.558
H 4.6283 -1.5381 0.1017 -0.051 -0.015 0.218
H 0.1238 -5.2540 -3.0357 0.083 -0.244 0.454
H 0.0897 -3.6705 -5.1673 0.046 -0.137 -0.561
H 0.4045 -1.1441 -4.0860 -0.158 0.544 -0.489
C 4.4003 1.2051 -1.1619 0.942 -1.177 -0.467
P 2.9782 0.4256 -2.0581 0.170 0.837 -0.015
C 3.7648 -0.8102 -3.0915 -0.041 0.576 -0.904
C 2.4738 1.6832 -3.3223 0.869 0.164 0.349
C 3.4974 2.1948 -4.1720 -1.296 -0.084 1.074
C 3.1785 3.1679 -5.0944 0.347 -0.870 -0.341
C 1.8515 3.5422 -5.2628 1.076 0.840 -0.518
C 0.8887 3.0611 -4.4409 -2.611 0.468 0.372
C 1.1625 2.1571 -3.4213 0.182 -0.791 0.251
P -0.1574 1.5055 -2.2916 0.588 -0.036 -0.528
C -1.5984 1.2885 -3.3727 1.203 0.708 -1.504
C -0.7444 2.9706 -1.4345 0.689 1.929 -0.830
H 5.2413 1.4679 -1.8431 -0.618 -0.290 0.248
H 4.8352 0.4942 -0.4035 -0.584 0.831 -0.613
H 4.0908 2.1303 -0.7363 -0.237 0.723 0.701
H 4.7563 -0.4658 -3.4023 -0.105 -0.239 0.058
H 3.1272 -0.8697 -3.9704 0.072 -0.154 -0.225
H 3.7810 -1.7743 -2.6509 0.258 -0.862 0.543
H 4.5021 1.8552 -4.0075 0.363 -0.035 -0.264
H 3.9485 3.5173 -5.7656 0.012 0.293 0.027
H 1.6396 4.2868 -6.0135 -0.278 -0.014 -0.123
H -0.1673 3.4311 -4.5838 1.276 -0.421 0.168
H -1.6876 2.1022 -4.1248 0.153 -0.342 0.585
H -2.4560 1.3539 -2.7611 -1.168 -0.386 0.543
H -1.4780 0.3821 -3.9482 -0.469 -0.467 0.064
H -1.1264 3.6962 -2.1841 0.022 -0.475 0.231
H 0.0576 3.5627 -0.9564 -0.388 -0.608 0.287
H -1.5708 2.7314 -0.7991 -0.353 -0.064 0.750
N 1.3489 1.5519 0.8211 -0.314 0.055 0.207
N 1.9956 0.4379 1.4949 1.065 0.276 -0.221
H 0.8358 2.1665 1.4811 0.513 -0.449 -0.483
H 2.0660 2.0802 0.3297 -0.243 0.196 0.205
H 1.6679 0.3813 2.4435 -0.373 -0.075 0.588
H 3.0111 0.5866 1.5479 -0.429 -0.031 0.019
F -4.0796 -1.6601 8.4935 -0.115 -0.016 -0.560
C -3.5012 -1.3974 7.3087 -1.253 0.195 0.038
C -4.2748 -0.9956 6.2074 1.010 -0.279 -0.389
C -3.5911 -0.6773 5.0199 -1.570 0.493 0.453
C -2.2129 -0.6913 4.9615 0.572 0.315 0.050
C -1.4845 -1.0828 6.0804 -0.547 -0.740 0.213
C -2.1465 -1.5027 7.2411 2.150 0.066 0.050
Sb -1.0929 0.2245 3.4348 -0.531 0.863 -0.576
C -2.2469 2.0417 2.9335 1.076 0.051 0.927
C -3.4625 2.0723 2.2921 -0.935 -1.862 -0.916
C -4.1696 3.2446 2.0423 1.668 0.229 0.983
C -3.5661 4.4483 2.4377 -0.056 -1.355 -0.300
F -4.2177 5.5682 2.1450 0.187 0.351 0.218
C -2.3350 4.4664 3.0977 -0.747 0.347 0.078
C -1.7174 3.2566 3.3890 1.076 -0.312 0.320
C -1.8368 -0.8353 1.7162 0.314 0.244 -0.258
C -1.7443 -0.2711 0.4161 0.121 0.496 0.788
C -2.2077 -0.9439 -0.6899 -0.528 -0.549 -0.160
C -2.7488 -2.2196 -0.5494 0.773 0.333 0.681
F -3.0611 -2.9062 -1.6196 -0.471 -0.310 -0.916
C -2.8597 -2.7904 0.6809 0.195 -0.393 2.135
C -2.4037 -2.0898 1.8370 -0.488 -0.063 -1.920
H -5.3523 -0.9489 6.2264 -0.038 0.007 0.282
H -4.2065 -0.2936 4.1877 0.451 -0.347 0.349
H -0.4074 -1.1527 6.0383 0.127 0.132 0.103
H -1.5233 -1.8560 8.0878 -0.818 0.300 -0.488
H -3.8483 1.0640 1.9558 -0.008 1.379 0.297
H -5.1458 3.2273 1.6492 -0.922 0.089 -0.626
H -1.9800 5.4312 3.4417 0.236 -0.153 -0.010
H -0.7740 3.2113 3.9941 -0.917 0.421 -0.622
H -1.3622 0.7573 0.2776 -0.297 -0.367 0.223
H -2.2745 -0.5167 -1.6618 0.282 0.356 -0.606
H -3.2519 -3.7972 0.8536 0.014 0.366 -0.471
H -2.5606 -2.5378 2.7876 0.042 -0.345 0.696
```
Positions in Å, forces in eV/Å.